[1]
{
  "formula": "C20H24N",
  "method": "wB97M-V/def2-TZVPD",
  "species": ["C", "C", "C", "C", "C", "C", "C", "C", "C", "C", "C", "H", "H", "H", "H", "H", "H", "H", "H", "H", "H", "H", "H", "H", "H", "H", "C", "C", "C", "C", "C", "C", "C", "C", "N", "C", "H", "H", "H", "H", "H", "H", "H", "H", "H"],
  "xyz": [[-1.52231, 0.33460, -2.60766], [-0.29169, 1.14627, -2.61763], [1.06242, 0.79673, -2.74442], [2.07747, 1.85338, -2.80972], [1.67059, 3.28909, -2.86745], [3.42720, 1.52751, -2.86335], [3.88525, 0.20135, -2.86760], [5.35915, -0.10696, -2.86169], [2.91890, -0.80720, -2.84321], [1.55475, -0.55270, -2.79834], [0.62136, -1.71180, -2.79485], [-2.33920, 1.04376, -2.76705], [-1.57777, -0.36012, -3.46316], [-1.78261, -0.19572, -1.68409], [-0.50430, 2.20583, -2.65320], [2.55346, 3.93249, -2.83147], [1.13800, 3.51974, -3.80024], [1.01842, 3.56235, -2.03269], [4.15901, 2.34100, -2.91107], [5.52673, -1.18998, -2.85512], [5.87468, 0.30958, -3.73846], [5.85181, 0.31082, -1.97094], [3.26012, -1.84745, -2.86405], [1.18893, -2.64581, -2.83605], [0.01612, -1.72308, -1.88413], [-0.05061, -1.71922, -3.65643], [-4.42467, -1.27219, 2.28402], [-3.46256, -1.02511, 3.40680], [-3.92786, -1.19026, 4.70863], [-3.08726, -0.97485, 5.79349], [-1.76698, -0.59109, 5.58336], [-1.26814, -0.41606, 4.29335], [0.16559, 0.00056, 4.15505], [-2.12397, -0.62735, 3.18734], [-1.68415, -0.42727, 1.87947], [-1.49766, -0.25947, 0.71117], [-4.00539, -1.12682, 1.29599], [-4.81876, -2.29525, 2.35357], [-5.30074, -0.61885, 2.39548], [-4.97010, -1.49281, 4.86716], [-3.46081, -1.10688, 6.80309], [-1.10528, -0.42156, 6.44227], [0.48518, 0.11741, 3.12628], [0.33801, 0.94484, 4.68922], [0.81966, -0.73142, 4.64833]],
  "nbo_charge": [-0.74, 0.21, -0.21, 0.18, -0.67, -0.28, 0.17, -0.66, -0.22, 0.16, -0.66, 0.24, 0.26, 0.31, 0.22, 0.24, 0.25, 0.24, 0.23, 0.24, 0.26, 0.26, 0.22, 0.24, 0.25, 0.24, -0.64, 0.00, -0.21, -0.17, -0.22, 0.00, -0.64, 0.12, -0.50, 0.23, 0.22, 0.23, 0.23, 0.22, 0.23, 0.22, 0.22, 0.23, 0.23],
  "relative_energy_kj_mol": 186.4,
  "total_energy_ha": -830.96266,
  "total_charge": 1,
  "lumo_energy_ev": -5.43,
  "homo_lumo_gap_ha": 0.2108
}

=====

[2]
{
  "formula": "C47H68F17IN10O2PS",
  "method": "wB97M-V/def2-TZVPD",
  "species": ["C", "C", "N", "C", "C", "C", "C", "C", "F", "F", "C", "F", "F", "C", "F", "F", "C", "F", "F", "C", "F", "F", "C", "F", "F", "C", "F", "F", "C", "F", "F", "F", "C", "O", "O", "N", "I", "P", "S", "H", "H", "H", "H", "H", "H", "H", "H", "H", "H", "H", "H", "C", "C", "C", "C", "N", "H", "H", "H", "H", "H", "H", "H", "C", "C", "C", "C", "N", "H", "H", "H", "H", "H", "H", "H", "C", "C", "C", "C", "N", "H", "H", "H", "H", "H", "H", "H", "C", "C", "C", "C", "N", "H", "H", "H", "H", "H", "H", "H", "C", "C", "C", "C", "N", "H", "H", "H", "H", "H", "H", "H", "C", "C", "C", "C", "N", "H", "H", "H", "H", "H", "H", "H", "C", "C", "C", "C", "N", "H", "H", "H", "H", "H", "H", "H", "C", "C", "C", "C", "N", "H", "H", "H", "H", "H", "H", "H"],
  "xyz": [[3.44877, -5.75280, -2.59865], [2.14096, -5.00817, -2.75792], [1.49981, -4.73668, -1.69375], [1.67002, -4.70112, -4.17285], [1.67186, -3.23613, -4.66322], [0.59809, -2.42423, -3.91938], [0.29257, -1.04649, -4.55971], [-1.07248, -0.92401, -5.21353], [-1.63076, -2.11246, -5.53062], [-0.95637, -0.22103, -6.38886], [-2.10566, -0.07320, -4.41889], [-1.49068, 1.10974, -4.16413], [-3.17871, 0.20676, -5.19320], [-2.59001, -0.64963, -3.04818], [-1.67219, -1.45707, -2.50146], [-2.75506, 0.40590, -2.20609], [-3.98128, -1.36666, -3.00930], [-4.16189, -1.72212, -1.70691], [-4.94588, -0.48396, -3.32122], [-4.15131, -2.66533, -3.84206], [-3.08261, -3.45221, -3.72873], [-4.34430, -2.29751, -5.13313], [-5.40453, -3.49883, -3.42089], [-6.44657, -2.70181, -3.10559], [-5.08549, -4.20790, -2.32018], [-5.86594, -4.51728, -4.52329], [-6.34340, -5.60952, -3.87754], [-4.85102, -4.91633, -5.29096], [-7.05194, -4.01207, -5.41061], [-6.90896, -2.74901, -5.78760], [-8.20538, -4.14212, -4.75442], [-7.11544, -4.78475, -6.50001], [1.18837, -3.29108, -6.18591], [0.43951, -4.24146, -6.48178], [1.56970, -2.35082, -6.90854], [2.98735, -2.54573, -4.64774], [4.54446, -3.58334, -5.42107], [3.42578, -1.50112, -3.41665], [4.31653, -2.15521, -1.81036], [3.33777, -6.41645, -1.73821], [4.26880, -5.06644, -2.39013], [3.66700, -6.37808, -3.46478], [0.63051, -4.25279, -1.92573], [2.19936, -5.33463, -4.88067], [0.63189, -5.02502, -4.23563], [-0.29366, -3.04689, -3.87812], [0.86845, -2.26269, -2.87075], [1.03248, -0.85128, -5.33856], [0.41223, -0.25579, -3.81748], [4.25831, -0.56667, -4.05664], [2.30222, -0.75940, -3.04580], [-2.19012, 4.01405, -2.38755], [-0.96275, 4.80791, -1.95266], [0.31749, 4.36164, -2.66895], [0.61232, 2.95184, -2.40218], [0.84282, 1.84588, -2.19913], [-2.08512, 2.95565, -2.14518], [-3.08250, 4.38209, -1.87836], [-2.35395, 4.10021, -3.46435], [-0.82900, 4.70552, -0.87364], [-1.11566, 5.86863, -2.15467], [1.16183, 4.96064, -2.33860], [0.21460, 4.49132, -3.74817], [-0.69863, -4.15805, 2.79088], [0.53086, -3.58591, 3.49079], [0.83767, -2.14617, 3.07118], [1.09705, -2.05332, 1.63289], [1.29914, -2.00106, 0.50486], [-0.55843, -4.20673, 1.70957], [-0.89988, -5.17154, 3.14101], [-1.58348, -3.54919, 2.99323], [1.39385, -4.21816, 3.27372], [0.38423, -3.60700, 4.56517], [1.71531, -1.78014, 3.60295], [0.00313, -1.48701, 3.31648], [1.21157, 1.51296, 1.07034], [0.08733, 2.26574, 1.77322], [0.50420, 2.84430, 3.13445], [0.91653, 1.78787, 4.06253], [1.24018, 0.96699, 4.79750], [1.53587, 0.64953, 1.65094], [0.88194, 1.14520, 0.10396], [2.07746, 2.15943, 0.90688], [-0.76540, 1.59781, 1.91278], [-0.25308, 3.08934, 1.14168], [-0.32572, 3.38557, 3.58870], [1.33529, 3.54114, 3.01277], [3.77762, 5.99281, -5.11223], [4.43727, 7.19984, -4.45490], [4.27762, 7.20598, -2.92981], [2.86500, 7.24590, -2.54592], [1.75004, 7.27607, -2.27503], [2.69986, 5.98816, -4.94228], [3.93905, 6.00719, -6.18958], [4.18743, 5.05878, -4.72375], [4.01362, 8.11805, -4.86620], [5.50312, 7.20657, -4.68884], [4.77471, 8.07203, -2.49161], [4.72445, 6.30903, -2.49727], [-5.59128, 2.92511, -6.69586], [-4.88032, 2.80568, -5.35353], [-5.63458, 3.49754, -4.21111], [-5.78562, 4.93361, -4.46131], [-5.90504, 6.05537, -4.67379], [-5.67783, 3.96660, -7.01073], [-5.03629, 2.39199, -7.46759], [-6.59579, 2.49891, -6.64784], [-3.87720, 3.22923, -5.43327], [-4.76319, 1.75817, -5.09875], [-5.09579, 3.36744, -3.27152], [-6.62772, 3.06100, -4.09203], [-3.39393, 2.84492, 6.81745], [-2.06322, 3.46092, 7.23224], [-1.92933, 4.93008, 6.81092], [-2.01166, 5.07291, 5.35566], [-2.06910, 5.18536, 4.21493], [-3.50727, 2.83708, 5.73259], [-3.46025, 1.81320, 7.16142], [-4.23384, 3.39773, 7.24351], [-1.24354, 2.88435, 6.79902], [-1.95517, 3.40296, 8.31667], [-0.97155, 5.33548, 7.13879], [-2.72010, 5.53334, 7.26016], [2.56969, 0.70868, 6.75271], [3.40243, -0.13926, 7.70996], [4.04853, -1.35115, 7.03066], [3.03010, -2.25152, 6.48687], [2.21813, -2.94111, 6.05858], [1.73266, 0.14860, 6.33427], [2.15452, 1.57146, 7.27413], [3.17628, 1.07707, 5.92257], [2.77861, -0.48292, 8.53596], [4.19278, 0.47458, 8.14462], [4.64685, -1.91137, 7.74972], [4.70400, -1.03256, 6.21813], [4.94877, -5.13197, 8.69171], [5.48243, -5.21609, 10.11721], [4.61942, -4.44642, 11.12470], [4.55818, -3.01880, 10.80103], [4.51128, -1.90444, 10.52998], [4.94616, -4.10427, 8.32792], [5.57057, -5.71660, 8.01453], [3.92917, -5.51507, 8.62664], [6.50396, -4.83240, 10.14981], [5.52368, -6.26101, 10.42924], [5.02227, -4.54802, 12.13302], [3.60115, -4.83879, 11.12984]],
  "mulliken_charge": [-1.31, 0.38, -0.72, -1.12, 1.86, -2.16, -1.18, 0.97, -0.20, -0.40, 0.02, -0.21, -0.32, 0.75, -0.17, -0.30, 0.36, -0.32, -0.27, 0.51, -0.21, -0.33, 0.71, -0.29, -0.31, 0.63, -0.31, -0.26, 0.62, -0.20, -0.26, -0.26, 0.23, -0.81, -0.76, -0.33, 0.10, 0.29, -0.42, 0.44, 0.16, 0.31, 0.27, 0.80, 0.48, 0.54, 0.85, 1.03, -0.12, 0.07, 0.04, -0.70, -0.71, 0.02, 0.07, -0.33, 0.05, 0.45, 0.23, 0.22, 0.41, 0.00, 0.29, -1.20, -0.50, 0.01, 0.16, -0.35, 0.27, 0.38, 0.30, 0.33, 0.36, 0.06, 0.24, -0.78, 0.06, 0.18, 0.11, -0.42, 0.18, -0.02, 0.33, 0.28, -0.14, -0.23, 0.36, -1.08, -0.39, -0.49, 0.33, -0.48, 0.27, 0.34, 0.32, 0.29, 0.30, 0.31, 0.29, -1.54, 0.68, -0.31, 0.14, -0.50, 0.40, 0.42, 0.35, 0.13, -0.32, 0.17, 0.46, -1.20, -0.23, -0.46, 0.24, -0.45, 0.35, 0.33, 0.32, 0.15, 0.30, 0.29, 0.33, -1.22, -0.56, -0.24, 0.35, -0.47, 0.44, 0.32, 0.34, 0.29, 0.43, 0.02, 0.33, -0.74, -0.44, -0.47, 0.33, -0.44, -0.03, 0.35, 0.32, 0.29, 0.31, 0.30, 0.28],
  "total_energy_ha": -5264.72183,
  "total_charge": -1,
  "lumo_energy_ev": 1.69,
  "homo_lumo_gap_ha": 0.2440
}

=====

[3]
{
  "formula": "C15H19FN2O2",
  "method": "wB97M-V/def2-TZVPD",
  "species": ["O", "C", "C", "C", "C", "C", "C", "C", "N", "C", "C", "C", "C", "C", "C", "C", "N", "C", "F", "H", "H", "H", "H", "H", "H", "H", "H", "H", "H", "H", "H", "H", "H", "H", "H", "H", "H", "O", "H"],
  "xyz": [[0.35685, -3.90966, -0.57054], [-0.12744, -3.64755, -1.84395], [-1.10204, -4.47094, -2.39142], [-1.58373, -4.21114, -3.66424], [-1.11303, -3.11879, -4.37349], [-0.13441, -2.30261, -3.82749], [0.36872, -2.56752, -2.56053], [1.45791, -1.70531, -1.96279], [0.92366, -0.62132, -1.13149], [1.77023, 0.56970, -1.11923], [0.95847, 1.72971, -0.49692], [1.16895, 1.74580, 1.01905], [0.02150, 2.26910, 1.84976], [-1.26374, 2.47497, 1.38318], [-2.27217, 2.93933, 2.23182], [-1.96067, 3.18148, 3.54405], [-0.71342, 3.00402, 3.99143], [0.23833, 2.57042, 3.18825], [1.42821, 2.43880, 3.72441], [-0.38082, -3.83060, 0.04188], [-1.46216, -5.30544, -1.80386], [-2.33292, -4.87591, -4.07189], [-1.51038, -2.90518, -5.35659], [0.23634, -1.45755, -4.39289], [2.04326, -1.29636, -2.78345], [2.08531, -2.36056, -1.35216], [0.77971, -0.93477, -0.18048], [2.67169, 0.43009, -0.50701], [2.04356, 0.84834, -2.13406], [1.22443, 2.67867, -0.96346], [-0.07089, 1.51448, -0.77419], [1.31527, 0.70312, 1.32402], [2.10164, 2.24402, 1.27930], [-1.53591, 2.29880, 0.35375], [-3.26275, 3.09182, 1.83420], [-2.71893, 3.51983, 4.23357], [-0.52987, 3.22007, 5.04929], [0.02094, 3.24671, 6.53425], [0.86029, 2.80190, 6.67995]],
  "nbo_charge": [-0.71, 0.28, -0.26, -0.20, -0.22, -0.18, -0.07, -0.24, -0.64, -0.21, -0.41, -0.43, -0.10, -0.12, -0.25, 0.08, -0.46, 0.66, -0.26, 0.48, 0.22, 0.22, 0.21, 0.21, 0.20, 0.20, 0.36, 0.17, 0.20, 0.21, 0.21, 0.22, 0.24, 0.23, 0.24, 0.24, 0.51, -1.25, 0.43],
  "relative_energy_kj_mol": 257.3,
  "total_energy_ha": -942.75897,
  "lumo_energy_ev": -0.45,
  "homo_lumo_gap_ha": 0.2458
}

=====

[4]
{
  "formula": "C3H7O3",
  "method": "wB97M-V/def2-TZVPD",
  "species": ["C", "O", "H", "H", "H", "H", "C", "C", "O", "O", "H", "H", "H"],
  "xyz": [[1.70341, -1.85121, -0.21108], [1.25640, -0.49466, -0.41353], [0.22446, -0.44293, -0.41814], [1.42763, -2.15972, 0.79338], [1.30800, -2.43535, -1.05082], [2.77724, -1.67757, -0.14791], [-0.86430, 1.78684, 0.46332], [-1.76993, 0.66719, -0.17482], [-1.30708, -0.51818, -0.26912], [-2.93512, 1.01925, -0.39153], [-1.18848, 2.01918, 1.46807], [-0.80291, 2.65128, -0.19229], [0.17069, 1.43587, 0.54446]],
  "nbo_charge": [-0.26, -0.82, 0.50, 0.15, 0.17, 0.16, -0.75, 0.78, -0.80, -0.75, 0.20, 0.20, 0.21],
  "relative_energy_kj_mol": 89.1,
  "total_energy_ha": -344.27629,
  "total_charge": -1,
  "lumo_energy_ev": 4.15,
  "homo_lumo_gap_ha": 0.3130
}

=====

[5]
{
  "formula": "C23H34NO2Os",
  "method": "wB97M-V/def2-TZVPD",
  "species": ["C", "C", "C", "C", "C", "Os", "C", "C", "H", "C", "H", "H", "C", "H", "H", "H", "C", "H", "H", "H", "C", "H", "H", "H", "C", "H", "H", "H", "C", "H", "H", "H", "C", "H", "H", "H", "C", "H", "H", "H", "C", "C", "C", "C", "H", "C", "H", "C", "H", "H", "H", "N", "C", "C", "O", "O", "H", "H", "H", "H", "H"],
  "xyz": [[1.07270, -1.83416, 1.02036], [1.60157, -1.16828, -0.11155], [0.72966, -1.38143, -1.23387], [-0.37342, -2.20553, -0.77778], [-0.19088, -2.40923, 0.65842], [-0.59810, -0.39826, 0.15055], [-3.45230, 0.96715, -0.78222], [-2.71008, 0.47161, 0.39378], [-2.63095, 1.11598, 1.29426], [-2.41507, -0.94148, 0.71102], [-2.96798, -1.64038, 0.10487], [-2.49978, -1.27663, 1.74615], [-3.26093, 2.73081, -0.95281], [-2.52725, 3.20394, -0.26000], [-2.84425, 3.09483, -1.91959], [-4.24554, 3.20839, -0.79877], [-2.89007, 0.29750, -2.16024], [-1.86332, -0.17799, -2.12535], [-3.60698, -0.46494, -2.52612], [-2.68744, 1.02861, -2.97162], [2.96910, -0.59367, -0.18183], [3.21266, -0.09298, 0.76158], [3.72803, -1.36962, -0.36709], [3.03880, 0.15822, -0.97693], [1.06722, -1.10065, -2.66418], [1.60474, -0.15341, -2.73658], [1.70731, -1.88981, -3.08675], [0.17227, -1.02889, -3.28876], [-1.33631, -2.95504, -1.62777], [-1.41954, -2.50577, -2.62164], [-1.03502, -4.00682, -1.74662], [-2.32721, -2.95885, -1.17084], [-0.93850, -3.37316, 1.52069], [-1.76956, -3.84565, 0.98799], [-0.26184, -4.14961, 1.90322], [-1.31696, -2.80015, 2.37270], [1.82424, -2.19096, 2.25625], [1.14650, -2.27697, 3.11507], [2.32214, -3.16935, 2.13041], [2.61104, -1.45609, 2.47183], [2.02422, 1.86874, -1.25234], [0.70887, 2.32350, -1.58361], [3.12544, 2.55496, -1.76819], [0.43422, 2.72922, -2.85798], [-0.29264, 2.38261, -1.12924], [2.86949, 3.17470, -3.19768], [4.08678, 2.76324, -1.13419], [1.53691, 3.20150, -3.67539], [-0.58160, 2.82102, -3.01938], [3.77712, 3.64670, -3.62552], [1.31606, 3.46282, -4.63315], [1.41185, 1.26017, 4.44409], [-0.04893, 0.96457, 4.59423], [-0.42991, 0.27148, 3.29957], [-1.24387, -0.70546, 3.41189], [0.19541, 0.65566, 2.25366], [1.96413, 0.41366, 4.65482], [1.76187, 1.97523, 5.08821], [1.58210, 1.54953, 3.46105], [-0.22314, 0.33224, 5.46836], [-0.61310, 1.89257, 4.69057]],
  "mulliken_spin": [0.35, 0.01, -0.01, 0.08, -0.09, 1.71, 0.68, -0.10, -0.02, 0.10, 0.02, 0.00, 0.02, 0.01, 0.01, 0.00, 0.05, 0.02, 0.02, 0.00, 0.05, -0.02, 0.01, 0.02, 0.03, -0.01, 0.00, 0.00, 0.02, 0.00, 0.00, 0.00, -0.01, 0.00, 0.00, 0.00, 0.00, 0.00, 0.01, 0.00, 0.83, 0.10, -0.10, 0.09, -0.05, 0.09, 0.02, -0.03, 0.01, 0.00, 0.00, 0.00, 0.00, 0.01, 0.00, 0.05, 0.00, 0.00, 0.00, 0.00, 0.00],
  "relative_energy_kj_mol": 362.6,
  "s2": 6.069,
  "total_energy_ha": -1192.11443,
  "spin_multiplicity": 5,
  "total_charge": 1,
  "lumo_energy_ev": [-3.13, -3.30],
  "homo_lumo_gap_ha": [0.2235, 0.2908]
}

=====

[6]
{
  "formula": "CH3IO3P",
  "method": "wB97M-V/def2-TZVPD",
  "species": ["C", "O", "O", "O", "P", "I", "H", "H", "H"],
  "xyz": [[0.07574, 0.02747, -0.05912], [2.98032, 2.64856, 0.20180], [3.07829, 0.10478, -0.23006], [0.77007, 1.23855, 0.29753], [2.44294, 1.31215, 0.26187], [-2.46102, -2.22951, 0.50430], [-0.69949, 0.35378, -0.61606], [-0.20612, -0.34907, 0.94800], [0.66817, -0.78012, -0.44384]],
  "nbo_charge": [-0.25, -1.01, -1.02, -0.78, 2.41, -0.98, 0.20, 0.22, 0.21],
  "relative_energy_kj_mol": 130.8,
  "total_energy_ha": -904.80094,
  "total_charge": -1,
  "lumo_energy_ev": 1.52,
  "homo_lumo_gap_ha": 0.1921
}